Entry 1:
Computed, not measured: a 7-piece molecular cluster, C54H78ClF18IN2O14P overall, with ωB97M-V/def2-TZVPD.

- HOMO energy (Ha) = -0.3830

The geometry in ORCA input format:
```
! RIJCOSX wB97M-V def2-TZVPD def2/J DEFGRID3
* xyz 1 1
C 0.5370 -4.8243 0.6220
C 0.6917 -3.6542 0.4187
C 0.8955 -2.2288 0.1705
C -0.3785 -1.3571 0.0477
C -1.4915 -2.1636 -0.6631
C -2.3970 -3.0564 0.1844
C -3.1940 -4.0130 -0.7292
C -3.6330 -5.2977 -0.0045
C -2.7395 -6.5189 -0.3104
C -0.0591 -0.2762 -1.0138
O 0.6903 0.8515 -0.5908
C 0.5588 1.3021 0.7176
I 2.4970 0.7065 1.6474
C 0.7018 2.8128 0.5210
O 0.8175 3.6149 1.6722
C 1.2221 4.9243 1.4111
C 1.0769 5.5312 0.1744
C 1.5049 6.8173 -0.0642
C 1.3718 7.4296 -1.4342
C 2.0898 7.5368 0.9602
C 2.2012 6.9365 2.1956
C 1.7737 5.6536 2.4400
C 1.9267 5.0635 3.8291
C 1.9239 6.1154 4.9496
C 3.2135 4.2491 3.9353
C -0.6844 0.8091 1.4784
C -1.9721 1.3928 0.7915
C -2.2645 2.8983 0.9489
C -3.6242 3.2167 1.6144
Cl -2.3956 3.5925 -0.7548
P -0.8763 1.4234 3.2214
C 0.5208 1.5970 4.3434
C -2.4686 0.9979 4.0001
N -0.8642 -0.7485 1.3318
C -0.6930 -1.5928 2.5706
C 0.5708 -1.6260 3.3783
N 0.4227 -1.5904 4.6388
H 0.2388 -5.8420 0.5423
H 1.4653 -2.1969 -0.7534
H 1.5946 -1.8935 0.9340
H -1.0028 -2.7738 -1.4193
H -2.1498 -1.5021 -1.2281
H -3.1501 -2.4574 0.7119
H -1.8983 -3.6859 0.9125
H -4.0073 -3.5008 -1.2399
H -2.4973 -4.3150 -1.5133
H -4.6313 -5.5437 -0.3567
H -3.6841 -5.1177 1.0675
H -3.3675 -7.3555 -0.6042
H -2.2247 -6.8521 0.5869
H -2.0543 -6.3451 -1.1351
H -0.9730 0.0880 -1.4850
H 0.4854 -0.7314 -1.8322
H -0.0871 3.1571 -0.1448
H 1.6319 2.9177 -0.0396
H 0.6179 5.0364 -0.6660
H 1.3756 8.5137 -1.4010
H 2.2562 7.1394 -2.0076
H 0.5184 7.0385 -1.9842
H 2.4678 8.5395 0.8352
H 2.6656 7.5245 2.9714
H 1.0346 4.4635 4.0240
H 2.8955 6.5933 5.0494
H 1.6526 5.6758 5.9060
H 1.1961 6.8887 4.7091
H 3.3229 3.7686 4.9000
H 3.3476 3.5497 3.1100
H 4.0422 4.9572 3.8667
H -1.9930 1.1548 -0.2697
H -2.8534 0.9007 1.2061
H -1.5218 3.4990 1.4507
H -4.1221 2.3296 1.9963
H -3.4352 3.8555 2.4756
H -4.2778 3.7664 0.9513
H 1.3114 0.8589 4.3154
H 0.9844 2.5688 4.2185
H 0.1314 1.5847 5.3639
H -3.0311 1.8722 4.3059
H -3.1285 0.3785 3.3968
H -2.2797 0.4191 4.9071
H -1.8766 -0.8308 1.2100
H -0.8784 -2.6165 2.2410
H -1.5161 -1.3976 3.2493
H 1.5715 -1.7542 2.9817
H 1.3184 -1.6781 5.1218
C 0.7507 3.3680 -3.5821
C 2.2455 3.3573 -3.8181
O 2.5433 3.4272 -5.2211
C 2.5243 4.6460 -5.7510
O 2.2807 5.6621 -5.1717
C 2.9060 4.5743 -7.2383
F 2.2849 3.5592 -7.8493
F 4.2260 4.3892 -7.3622
F 2.5800 5.6993 -7.8625
H 0.2678 2.5651 -4.1409
H 0.5336 3.2384 -2.5204
H 0.3069 4.3071 -3.9134
H 2.6811 2.4239 -3.4660
H 2.7392 4.1706 -3.2867
C -4.4534 5.7307 -2.2914
C -4.2807 7.2107 -2.5542
O -4.1863 7.4749 -3.9657
C -5.3367 7.5680 -4.6223
O -6.4309 7.4561 -4.1600
C -5.0555 7.8940 -6.0955
F -4.0530 7.1406 -6.5896
F -4.7059 9.1821 -6.2371
F -6.1213 7.6838 -6.8580
H -3.6505 5.1657 -2.7649
H -4.4405 5.5331 -1.2221
H -5.3953 5.3649 -2.7011
H -3.3453 7.5645 -2.1248
H -5.0864 7.7955 -2.1127
C 4.7862 -2.2314 9.2965
C 3.7877 -1.0954 9.2887
O 4.0515 -0.1806 8.1994
C 3.5709 -0.5159 7.0222
O 2.9357 -1.4974 6.7528
C 3.8970 0.5756 5.9917
F 5.1533 1.0048 6.0857
F 3.0885 1.6299 6.1638
F 3.7113 0.0949 4.7550
H 5.8047 -1.8437 9.3270
H 4.6256 -2.8668 10.1660
H 4.6943 -2.8429 8.3991
H 3.8772 -0.5031 10.1961
H 2.7629 -1.4589 9.2311
C -2.3779 -13.1008 0.0732
C -1.2659 -12.4978 0.9020
O -0.4665 -11.5896 0.1105
C -0.9341 -10.3643 -0.0256
O -1.9478 -9.9238 0.4339
C 0.0531 -9.5234 -0.8504
F 0.5087 -10.1868 -1.9157
F 1.1131 -9.1752 -0.1041
F -0.5270 -8.4010 -1.2817
H -1.9710 -13.5817 -0.8169
H -2.9220 -13.8425 0.6560
H -3.0807 -12.3365 -0.2592
H -0.5861 -13.2769 1.2390
H -1.6511 -11.9888 1.7843
C 4.0989 -15.2855 -0.1127
C 3.1804 -14.7958 -1.2108
O 2.2472 -15.8226 -1.6017
C 1.1673 -15.9474 -0.8497
O 0.8927 -15.2974 0.1170
C 0.2564 -17.0447 -1.4242
F 0.9561 -18.1246 -1.7808
F -0.3828 -16.5853 -2.5096
F -0.6568 -17.4152 -0.5314
H 4.6048 -16.2013 -0.4191
H 4.8487 -14.5294 0.1171
H 3.5407 -15.5075 0.7966
H 3.7505 -14.5608 -2.1068
H 2.6437 -13.8950 -0.9152
C -1.7934 9.1341 -6.8843
C -0.8455 9.6559 -5.8274
O 0.1305 10.5527 -6.3910
C -0.2615 11.8083 -6.5545
O -1.3338 12.2597 -6.2817
C 0.8994 12.6433 -7.1190
F 1.5322 11.9985 -8.1050
F 1.7932 12.8990 -6.1521
F 0.4614 13.8034 -7.5958
H -1.2352 8.6687 -7.6984
H -2.4720 8.4100 -6.4595
H -2.3834 9.9418 -7.3161
H -0.2756 8.8364 -5.3928
H -1.3827 10.1483 -5.0170
*
```


Entry 2:
Computed, not measured: C54H79BCl3GeN8O2PbS4 as an isolated structure, with ωB97M-V/def2-TZVPD.

- expectation value of S² = 0.764
- HOMO energy (alpha / beta) (Ha) = -0.4273 / -0.4435
- energy above the lowest of the compared OMol25 structures with the same formula, charge and spin (kcal/mol) = 20.9

The geometry in ORCA input format:
```
! RIJCOSX wB97M-V def2-TZVPD def2/J DEFGRID3
* xyz 2 2
Pb -0.4674 0.0137 -0.2310
C -5.2438 -2.3138 2.0873
C -4.7831 -2.9655 0.7828
C -5.8218 -4.0056 0.3727
C -3.4249 -3.6523 0.9229
N -4.6792 -1.9181 -0.2841
C -5.3579 -1.9724 -1.4848
C -5.0766 -0.8448 -2.1631
N -4.2228 -0.0851 -1.3964
B -3.8698 1.3480 -1.8668
N -2.8280 1.3270 -3.0191
C -2.8862 2.3065 -3.9841
C -2.1974 1.8782 -5.0604
N -1.7038 0.6232 -4.7717
C -2.0602 0.3226 -3.4949
S -1.5445 -1.0360 -2.5760
C -1.0700 -0.2811 -5.7912
C 0.3837 -0.5532 -5.4116
C -1.1059 0.3988 -7.1567
C -1.8747 -1.5797 -5.8573
N -3.4862 2.3316 -0.7181
C -4.4919 2.9026 0.0272
C -3.9922 3.9878 0.6439
N -2.6565 4.0989 0.3010
C -2.3606 3.0530 -0.5226
S -0.8322 2.6051 -1.1706
C -1.9238 5.3835 0.5853
C -2.5805 6.4594 -0.2838
C -0.4338 5.3126 0.2730
C -2.0769 5.7251 2.0675
C -3.9700 -0.7623 -0.2626
S -2.8924 -0.2062 0.9697
H -5.3116 -3.0726 2.8664
H -6.2309 -1.8667 1.9588
H -4.5577 -1.5389 2.4192
H -5.9240 -4.7219 1.1858
H -5.5134 -4.5574 -0.5158
H -6.8002 -3.5558 0.2007
H -3.4765 -4.4095 1.7059
H -2.6433 -2.9395 1.1728
H -3.1522 -4.1401 -0.0139
H -5.9781 -2.7997 -1.7685
H -5.4203 -0.5113 -3.1262
H -4.8758 1.7910 -2.3493
H -3.4334 3.2198 -3.8320
H -2.0247 2.3774 -5.9935
H 0.9356 0.3832 -5.3219
H 0.8525 -1.1584 -6.1876
H 0.4441 -1.0944 -4.4704
H -0.4969 1.3037 -7.1708
H -2.1230 0.6392 -7.4681
H -0.6872 -0.2902 -7.8874
H -1.8096 -2.1360 -4.9249
H -1.4781 -2.2064 -6.6552
H -2.9257 -1.3750 -6.0697
H -5.4903 2.5022 0.0322
H -4.4927 4.6953 1.2772
H -2.5000 6.2020 -1.3409
H -2.0836 7.4158 -0.1233
H -3.6359 6.5773 -0.0380
H -0.2428 5.1957 -0.7909
H 0.0446 4.4912 0.8065
H 0.0198 6.2488 0.5999
H -3.1180 5.8070 2.3756
H -1.6026 6.6881 2.2536
H -1.5838 4.9724 2.6805
C 4.2427 5.2235 3.0799
C 2.9273 5.1403 3.8542
C 2.1992 6.4888 3.7378
C 3.2484 4.8401 5.3300
C 2.0238 4.0429 3.3289
C 2.3656 3.2242 2.3203
C 1.4540 2.2026 1.8635
N 1.7117 1.3305 0.9670
C 2.8916 1.0937 0.3095
C 3.5983 1.9982 -0.4132
C 4.8096 1.6564 -1.0820
C 5.2408 0.3618 -1.0261
C 4.5125 -0.7004 -0.3898
C 3.3026 -0.3303 0.3922
O 2.6802 -1.1020 1.1125
C 5.2304 -2.0315 -0.0712
C 4.3815 -3.2560 -0.4222
C 5.5323 -2.0363 1.4421
C 6.5626 -2.1576 -0.8175
C 5.6260 2.7009 -1.8399
C 4.9718 4.0841 -1.8211
C 7.0239 2.8183 -1.2131
C 5.7585 2.2460 -3.3035
C 0.1298 2.0010 2.5731
O -0.5881 1.0698 2.2352
C -0.1689 2.8900 3.7033
C 0.7375 3.8452 3.9959
C -1.3817 2.6346 4.6044
C -1.0531 1.3434 5.3784
C -2.6918 2.4417 3.8234
C -1.6021 3.7616 5.6160
H 4.8496 6.0324 3.4853
H 4.0712 5.4383 2.0227
H 4.8173 4.2997 3.1720
H 2.8448 7.2863 4.1060
H 1.2782 6.5125 4.3224
H 1.9562 6.7043 2.6951
H 3.9675 5.5690 5.7040
H 3.6844 3.8449 5.4324
H 2.3627 4.8941 5.9644
H 3.3181 3.3079 1.8222
H 3.2036 3.0018 -0.5066
H 6.1758 0.1167 -1.5048
H 3.3797 -3.1884 0.0016
H 4.8605 -4.1574 -0.0381
H 4.3132 -3.3677 -1.5079
H 4.6168 -2.0170 2.0288
H 6.1414 -1.1731 1.7196
H 6.0849 -2.9426 1.6908
H 6.4271 -2.0837 -1.8986
H 6.9843 -3.1400 -0.6067
H 7.2867 -1.4106 -0.4904
H 4.9165 4.4879 -0.8067
H 3.9721 4.0685 -2.2607
H 5.5787 4.7715 -2.4095
H 6.9591 3.1112 -0.1633
H 7.5908 3.5858 -1.7417
H 7.5846 1.8860 -1.2831
H 4.7738 2.1341 -3.7612
H 6.2792 1.2924 -3.3797
H 6.3262 2.9838 -3.8721
H 0.5257 4.5091 4.8214
H -0.8708 0.5283 4.6790
H -1.8824 1.0724 6.0344
H -0.1611 1.4781 5.9928
H -2.6106 1.6745 3.0595
H -3.0007 3.3715 3.3456
H -3.4794 2.1477 4.5192
H -0.7864 3.8313 6.3378
H -2.5121 3.5548 6.1789
H -1.7256 4.7292 5.1246
S 0.2074 -2.6198 0.4885
C 0.3212 -2.6753 2.1884
N -0.5911 -2.0528 2.9721
C -0.6012 -2.1484 4.3212
C 0.3658 -2.8504 4.9727
C 1.3571 -3.4895 4.2074
C 1.3187 -3.4223 2.8386
H -1.2868 -1.4643 2.5158
H -1.4133 -1.6540 4.8335
H 0.3627 -2.9052 6.0505
H 2.1439 -4.0398 4.7058
H 2.0488 -3.9218 2.2194
Cl 4.4507 -0.6615 -4.1518
Ge 3.2758 -0.8979 -2.3601
Cl 1.7336 0.6860 -2.5141
Cl 2.0784 -2.6631 -2.6636
*
```


What is the formula in the first record? C54H78ClF18IN2O14P